No. 1
Here is a structure of composition C5H12AlFNO3S from the Open Molecules 2025 dataset. Energies are from ωB97M-V/def2-TZVPD.

Each line ends with the natural charge from an NBO analysis.
Atoms and positions in Å:
C 3.0112 1.1827 0.4275  -0.605
C 2.5941 -0.2879 0.6058  -1.001
Al 0.7895 -0.6841 -0.1316  1.610
O 0.9898 -1.7634 -1.5455  -1.195
N -0.1070 0.9096 -0.4754  -0.953
C -1.3543 0.8797 -0.6185  0.366
C -2.0353 0.2115 -1.7972  -0.698
C -2.2488 1.6014 0.3611  -0.692
S -0.5045 -1.9594 1.3762  1.913
O -0.2317 -1.5662 2.7205  -0.972
O -0.4092 -3.3576 1.1303  -0.970
F -2.0844 -1.6196 1.1698  -0.553
H 3.8921 1.2665 -0.1923  0.181
H 2.2395 1.7948 -0.0233  0.211
H 3.2438 1.6266 1.3862  0.185
H 3.3158 -0.9125 0.1007  0.212
H 2.6500 -0.5603 1.6543  0.215
H 0.1969 -2.2905 -1.7275  0.461
H -2.0479 0.9049 -2.6252  0.218
H -1.4693 -0.6656 -2.0534  0.226
H -3.0539 -0.0561 -1.5553  0.198
H -2.0246 1.2689 1.3613  0.238
H -2.0554 2.6601 0.2977  0.218
H -3.2964 1.4162 0.1541  0.188

HOMO-LUMO gap = 7.88 eV
HOMO level = -4.431 eV
total charge = -1

***

No. 2
Here is a cluster of 2 separate species, C4H11N2O in total from the Open Molecules 2025 dataset. Energies are from ωB97M-V/def2-TZVPD.

Each line ends with the natural charge from an NBO analysis.
Atoms and positions in Å:
C 0.5283 0.7991 1.0386  -0.301
C 0.3272 0.2124 -0.2828  0.032
C 1.1547 -2.0190 0.2819  -0.410
C -2.2356 0.7989 -0.5657  0.180
N 1.0261 1.4609 -0.2414  -0.623
N 1.1489 -0.9578 -0.8241  -0.551
O -2.6544 1.2729 0.5448  -0.552
H -0.2259 1.3210 1.5554  0.205
H 1.2934 0.4059 1.6684  0.202
H 1.7858 -1.7546 1.0683  0.227
H 0.1020 -2.0730 0.6738  0.232
H 1.3949 -2.9847 -0.0025  0.232
H -2.7653 -0.1868 -0.8405  0.200
H -1.9514 1.3297 -1.3721  0.176
H 0.5137 2.3084 -0.4031  0.367
H 0.7780 -1.3625 -1.7737  0.455
H 2.1268 -0.7099 -0.9707  0.436
H -2.3474 2.1392 0.4453  0.494

HOMO-LUMO gap (alpha / beta) = 8.03 / 8.03 eV
HOMO level (alpha / beta) = -12.153 / -12.157 eV
total charge = +1

***

No. 3
Here is a cluster of 2 separate species, C4H10O3 in total from the Open Molecules 2025 dataset. Energies are from ωB97M-V/def2-TZVPD.

Each line ends with the natural charge from an NBO analysis.
Atoms and positions in Å:
O -3.1468 2.3361 -1.1524  -0.584
O -0.8909 1.9687 -0.6533  -0.531
C -1.9896 2.7831 -0.9539  0.792
C -1.7899 4.2288 -0.6206  -0.728
C 0.0000 0.0000 0.0000  -0.607
C -1.0410 0.6100 -0.9474  -0.085
H -1.8001 4.4331 0.4632  0.266
H -2.5959 4.8126 -1.0963  0.244
H -0.8230 4.5633 -1.0326  0.226
H -0.2062 -1.0835 0.0126  0.212
H -0.0775 0.3849 1.0308  0.198
H 1.0314 0.1577 -0.3578  0.208
H -1.0544 0.2828 -2.0049  0.199
H -1.9553 0.2175 -0.4621  0.190
O -0.9267 2.7951 2.5021  -0.943
H -0.1134 3.3484 2.4800  0.470
H -0.7545 2.0750 1.8541  0.473

HOMO-LUMO gap = 11.16 eV
HOMO level = -10.457 eV